[1]
Below is a molecular structure, C60H58ClF3N2O3P2S2Zn in a non-equilibrium geometry, with properties calculated with wB97M-V/def2-TZVPD.

Atoms and positions in Å:
Zn  0.15961  -0.31179  0.04914
O  3.15066  -0.72939  1.15868
S  2.81876  0.34276  0.15499
C  4.05767  0.22801  -1.12455
C  5.37052  0.50409  -0.82780
C  6.36389  0.59439  -1.81624
C  5.98213  0.44031  -3.12086
C  6.77134  0.55893  -4.39946
C  5.75512  0.24415  -5.52663
C  4.46829  -0.06652  -4.80565
C  3.24156  -0.44098  -5.26478
C  2.22769  -0.69704  -4.32235
C  2.38297  -0.57314  -2.95504
P  0.95315  -1.28728  -2.01119
C  0.12733  -2.75363  -2.76773
C  0.70726  -3.55343  -3.75014
C  0.07446  -4.71662  -4.16818
C  -1.13803  -5.09985  -3.61719
C  -1.72641  -4.30690  -2.64235
C  -1.09621  -3.14513  -2.22207
C  -0.26024  -0.01569  -2.92005
C  0.09350  1.32908  -2.76249
C  -0.66309  2.35863  -3.29661
C  -1.81646  2.06373  -4.01269
C  -2.20025  0.74176  -4.16843
C  -1.43159  -0.28509  -3.62730
C  3.63853  -0.10021  -2.45339
C  4.65126  0.08731  -3.41883
C  3.24141  1.78655  1.11967
C  3.95054  2.84666  0.62012
C  4.37416  3.91611  1.43388
C  4.06284  3.87992  2.76130
C  4.42250  4.81267  3.89052
C  3.71919  4.21861  5.13761
C  3.04421  2.96545  4.64058
C  2.29662  2.02498  5.28725
C  1.75205  0.97327  4.52708
C  1.95571  0.80979  3.16986
P  0.96327  -0.52634  2.39095
C  1.54167  -2.15315  2.94467
C  0.85931  -3.25555  2.43050
C  1.25696  -4.53995  2.76281
C  2.34136  -4.72779  3.60912
C  3.02848  -3.63310  4.11181
C  2.63471  -2.34544  3.77742
C  -0.61391  -0.32171  3.32871
C  -1.26539  -1.32796  4.03421
C  -2.53782  -1.11384  4.55151
C  -3.16788  0.10757  4.37743
C  -2.51552  1.12741  3.69563
C  -1.25403  0.91139  3.17328
C  2.80333  1.74537  2.48144
C  3.28210  2.81642  3.26152
H  5.63929  0.67719  0.20734
H  7.38587  0.81587  -1.53650
H  7.60790  -0.14180  -4.40346
H  7.19296  1.56022  -4.50088
H  6.07350  -0.59861  -6.14184
H  5.62356  1.09599  -6.19620
H  3.04130  -0.56720  -6.32197
H  1.26374  -1.02155  -4.69315
H  1.66307  -3.28494  -4.17399
H  0.54613  -5.33781  -4.91981
H  -1.62237  -6.01298  -3.93958
H  -2.67379  -4.59946  -2.20419
H  -1.55192  -2.53078  -1.45251
H  1.00991  1.56747  -2.22890
H  -0.34808  3.38763  -3.16423
H  -2.40313  2.86124  -4.45358
H  -3.10025  0.49591  -4.72148
H  -1.74757  -1.30742  -3.79190
H  4.22275  2.85584  -0.42699
H  4.95853  4.71730  0.99972
H  4.08779  5.82924  3.68086
H  5.50528  4.84752  4.02235
H  2.98582  4.91241  5.55141
H  4.42666  3.98150  5.93350
H  2.08434  2.08932  6.34707
H  1.11843  0.25952  5.03874
H  0.01308  -3.09978  1.76692
H  0.72962  -5.39218  2.35383
H  2.65426  -5.73159  3.86627
H  3.88243  -3.78494  4.75959
H  3.18051  -1.48729  4.14958
H  -0.78051  -2.28333  4.18594
H  -3.03673  -1.91450  5.08382
H  -4.16086  0.26996  4.77792
H  -3.00057  2.08491  3.55104
H  -0.75283  1.70333  2.62736
F  -0.43238  5.20520  -0.06735
C  0.27606  4.11963  0.25624
F  1.35416  4.08641  -0.54961
F  0.72407  4.28503  1.51808
C  -0.55992  2.80621  0.13976
O  -1.77346  2.94526  0.01803
O  0.15704  1.78051  0.22237
C  -5.63478  2.35028  1.06195
C  -6.12540  2.68633  -0.34867
C  -5.01015  2.83043  -1.38998
C  -4.41343  1.51672  -1.89782
N  -3.51893  0.91823  -0.91710
C  -3.44297  -0.33437  -0.56162
S  -2.22463  -0.87520  0.50312
N  -4.40751  -1.22833  -0.98221
C  -5.79946  -1.07225  -0.52420
C  -6.06993  -1.54466  0.91138
C  -6.06114  -3.07461  1.11260
C  -4.72947  -3.68982  1.55127
H  -6.48415  2.20979  1.73303
H  -5.02322  3.16483  1.45368
H  -5.03197  1.44307  1.07932
H  -6.66975  3.63266  -0.30293
H  -6.83976  1.92900  -0.68814
H  -4.19924  3.43893  -0.97963
H  -5.40807  3.36046  -2.25804
H  -3.81762  1.72993  -2.78724
H  -5.19015  0.80632  -2.17780
H  -2.74960  1.54106  -0.61907
H  -4.08467  -2.17045  -0.82008
H  -6.43631  -1.63460  -1.21049
H  -6.06215  -0.01830  -0.60900
H  -7.06294  -1.17098  1.17426
H  -5.34976  -1.07612  1.58945
H  -6.40466  -3.56135  0.19343
H  -6.79756  -3.31442  1.88218
H  -3.97296  -3.67163  0.76812
H  -4.87372  -4.73295  1.83901
H  -4.31648  -3.14794  2.40317
Cl  3.53553  -3.36422  -2.07069
C  2.18375  -2.64706  -1.11765
H  2.64279  -2.29090  -0.20374
H  1.54743  -3.49010  -0.83922

For the HOMO-LUMO gap, the calculation gives 6.76 eV. The total charge is 0. Its LUMO energy is 0.11 eV. The HOMO energy comes out at -6.64 eV. Its spin multiplicity is 1. The value obtained for the largest force on an atom is 1.07 eV/Å. The value obtained for the total energy is -181627.3124 eV. For the energy relative to the best compared isomer or geometry (same formula, charge and spin), the calculation gives 16.9 kcal per mole.

***

[2]
Below is a single C5H6O molecule, with properties calculated with wB97M-V/def2-TZVPD.

Atoms and positions in Å:
C  1.68100  -1.24429  -0.02048
C  0.73596  -0.41643  0.82418
C  -0.84251  1.25207  0.45424
O  -0.08376  0.33811  -0.09620
C  -1.84568  1.59872  -0.51512
C  -2.87160  1.75091  -1.13998
H  2.11476  -2.06249  0.55994
H  2.50113  -0.64228  -0.41731
H  1.12446  -1.67622  -0.85924
H  1.22418  0.27922  1.51522
H  0.03846  -1.04310  1.39066
H  -3.77640  1.86577  -1.69591

For the HOMO-LUMO gap, the calculation gives 8.70 eV. The total charge is 0. Its LUMO energy is -0.02 eV. The HOMO energy comes out at -8.72 eV. Its spin multiplicity is 1. The value obtained for the largest force on an atom is 0.55 eV/Å. The value obtained for the total energy is -7324.9390 eV. For the energy relative to the best compared isomer or geometry (same formula, charge and spin), the calculation gives 100.2 kcal per mole.

***

[3]
Below is a molecular structure, C12H24O2 in a non-equilibrium geometry, with properties calculated with wB97M-V/def2-TZVPD.

Atoms and positions in Å:
C  -3.34431  -1.73440  -1.24516
C  -3.84090  -1.67328  0.06559
C  -3.59427  -0.23808  0.74918
C  -2.21781  -0.05863  1.02341
C  -1.63123  0.76645  -0.10933
C  -0.21742  1.04783  0.34530
C  0.37362  1.96585  -0.55000
C  1.92281  2.40482  -0.58793
C  2.78864  1.16936  -0.67141
C  3.21839  0.48340  0.77306
C  3.84162  -0.60888  0.64928
C  2.87465  -1.79729  0.03368
O  1.80491  -2.09591  0.12950
O  3.68263  -2.80546  -0.40419
H  3.04719  -3.61208  -0.85695
H  4.67657  -0.76638  0.07255
H  4.31991  -1.30513  1.65080
H  2.22860  0.31311  1.43369
H  3.91802  1.32555  1.27960
H  2.31391  0.44366  -1.07784
H  3.73022  1.40616  -1.16602
H  1.94433  2.92595  0.67966
H  2.26066  3.24209  -1.14169
H  0.28564  1.72735  -1.54702
H  -0.08585  3.21046  -0.93362
H  0.40917  0.18467  0.22330
H  -0.00499  1.34345  1.30127
H  -1.76545  0.73103  -1.00258
H  -2.24593  1.87258  0.22568
H  -1.66863  -0.99588  1.11676
H  -2.15895  0.51953  1.99676
H  -4.21529  0.45190  0.05098
H  -4.26651  -0.31352  1.74395
H  -3.60048  -2.59701  0.65659
H  -5.10639  -1.89406  0.00455
H  -2.26933  -1.47538  -1.25182
H  -3.73874  -0.91063  -2.11721
H  -3.66901  -2.65320  -1.54238

For the HOMO-LUMO gap, the calculation gives 10.32 eV. The total charge is 0. Its LUMO energy is 0.64 eV. The HOMO energy comes out at -9.67 eV. Its spin multiplicity is 1. The value obtained for the largest force on an atom is 15.86 eV/Å. The value obtained for the total energy is -16917.7173 eV. For the energy relative to the best compared isomer or geometry (same formula, charge and spin), the calculation gives 271.7 kcal per mole.

***

[4]
Below is a single C3H12N6 molecule in a non-equilibrium geometry, with properties calculated with wB97M-V/def2-TZVPD.

Atoms and positions in Å:
C  -1.78624  0.99514  0.95383
N  -1.23115  0.22192  -0.20115
N  -2.03044  -0.92916  -0.13761
C  0.23318  -0.00469  -0.21861
N  0.65584  -0.30669  -1.37203
N  -0.36433  -0.46047  -2.31493
N  1.21900  0.45909  0.75594
C  1.03813  -0.32867  1.98937
N  2.57324  0.43573  0.26519
H  -1.87169  0.49079  1.99870
H  -2.77633  1.34382  0.77910
H  -1.19095  1.93294  1.09310
H  -1.75269  -1.63770  0.59089
H  -1.98930  -1.50656  -1.04092
H  -0.07616  0.13158  -3.35191
H  -1.44490  0.01100  -1.84900
H  1.00079  -1.53568  1.92813
H  0.16324  -0.04642  2.65628
H  2.07775  -0.06733  2.55101
H  2.56496  -0.33009  -0.38327
H  2.62969  1.29990  -0.28747

For the HOMO-LUMO gap, the calculation gives 9.31 eV. The total charge is 0. Its LUMO energy is 0.89 eV. The HOMO energy comes out at -8.42 eV. As for the SMILES: CN(N)C(=NN)N(C)N. Its spin multiplicity is 1. The value obtained for the largest force on an atom is 4.96 eV/Å. The value obtained for the total energy is -12240.1104 eV. For the energy relative to the best compared isomer or geometry (same formula, charge and spin), the calculation gives 109.8 kcal per mole.

***

[5]
Below is 2 unconnected molecules or ions with the total composition C27H42F2IN6O12P2S2 in a non-equilibrium geometry, with properties calculated with wB97M-V/def2-TZVPD.

Atoms and positions in Å:
O  -3.59477  0.47934  0.66931
P  -2.19087  0.01015  0.58498
O  -1.40093  0.71604  1.89181
O  -2.18968  -1.61555  0.86028
N  -1.55323  0.53908  -0.95249
C  -0.34898  1.34145  -0.70238
N  -0.31248  2.56412  -0.20873
C  -1.58388  3.25706  0.17555
C  -1.61903  4.81377  -0.11895
C  -1.78814  5.54954  1.26508
I  -2.19307  7.66874  1.06464
P  1.23552  3.36714  -0.00976
O  1.22375  4.37476  1.07170
O  2.48499  2.33232  0.30315
O  1.50716  4.20894  -1.42812
N  0.68827  0.52735  -1.15884
C  0.29852  -0.77310  -1.84469
C  0.61718  -1.94456  -0.82803
C  1.15962  -1.48722  0.58899
C  2.71115  -1.13977  0.58535
F  3.37606  -2.34948  0.27971
C  1.11396  -0.69123  -3.20675
C  2.57756  -1.28400  -3.12689
C  2.56777  -2.81258  -3.60238
C  3.79005  -3.64880  -3.03683
C  3.41364  -4.63061  -1.85489
C  3.68179  -6.16703  -2.18281
C  2.75971  -7.10612  -1.27904
S  3.58681  -7.61676  0.29120
C  2.47315  -7.09483  1.62386
N  2.75652  -6.19688  2.60563
N  1.68799  -6.02066  3.39894
C  0.69477  -6.84321  2.95620
O  1.17930  -7.49534  1.86131
C  -1.24502  -0.41517  -2.01976
C  -2.21011  -1.63727  -2.25166
C  -1.69494  -2.92149  -2.81016
C  -2.75889  -3.90648  -2.98880
C  -4.16208  -3.71130  -2.63434
N  -4.59497  -2.52690  -2.12637
C  -3.64297  -1.57893  -1.98298
S  -1.67169  0.60415  -3.55142
O  -0.81796  1.77241  -3.69103
O  -1.80540  -0.21080  -4.72995
F  -3.17885  1.16730  -3.20683
H  -1.14805  0.02082  2.53270
H  -1.42112  -1.89276  1.39840
H  -2.44236  2.78685  -0.38552
H  -1.83378  3.09502  1.26362
H  -0.77479  5.19961  -0.74084
H  -2.56758  5.01383  -0.69433
H  -0.95441  5.35512  1.98652
H  -2.70976  5.11006  1.74794
H  3.11627  2.45918  -0.44203
H  0.79681  3.97584  -2.06852
H  1.45291  1.04708  -1.59060
H  -0.29834  -2.57380  -0.62810
H  1.37751  -2.67927  -1.21878
H  0.54556  -0.69893  1.09449
H  1.08490  -2.40364  1.25136
H  3.00545  -0.84039  1.62115
H  2.92002  -0.33784  -0.17391
H  0.57824  -1.27562  -4.01215
H  1.21616  0.36490  -3.58947
H  3.02318  -1.29426  -2.09969
H  3.26516  -0.74772  -3.84144
H  2.48082  -2.89975  -4.71972
H  1.63328  -3.30878  -3.19435
H  4.53205  -2.90011  -2.63967
H  4.23052  -4.26870  -3.87009
H  2.35290  -4.54916  -1.50090
H  4.11372  -4.39318  -1.00356
H  3.52864  -6.41331  -3.26948
H  4.73707  -6.40995  -1.86779
H  1.78092  -6.60382  -1.04986
H  2.55614  -8.04205  -1.85862
H  -0.31254  -6.93075  3.41328
H  -0.62969  -3.09644  -3.06907
H  -2.47479  -4.89424  -3.43482
H  -4.88109  -4.54450  -2.78367
H  -4.01230  -0.58903  -1.59586
C  -1.50601  8.71148  6.90993
C  -1.82332  7.43187  6.17068
C  -2.15717  7.63481  4.71896
O  -3.00061  6.51583  4.44518
C  -3.59690  6.17427  5.62265
O  -4.50079  5.40759  5.72045
O  -3.02193  6.82895  6.66918
H  -1.21361  8.49090  7.93825
H  -0.69072  9.25361  6.42762
H  -2.38236  9.36073  6.96627
H  -1.00724  6.71276  6.29605
H  -1.27376  7.61766  4.08176
H  -2.72052  8.55162  4.52361

For the HOMO-LUMO gap, the calculation gives 7.07 eV. The total charge is +1. Its LUMO energy is -4.13 eV. The HOMO energy comes out at -11.20 eV. Its spin multiplicity is 1. The value obtained for the largest force on an atom is 5.84 eV/Å. The value obtained for the total energy is -115967.3628 eV.

***

[6]
Below is a gas-phase ion, C4H12N2O (charge +1) in a non-equilibrium geometry, with properties calculated with wB97M-V/def2-TZVPD.

Atoms and positions in Å:
C  -0.32763  -0.74908  0.46575
C  -0.26184  -1.60414  -0.82320
C  -0.71254  -0.78476  -2.01403
O  -2.08247  -0.46489  -1.73730
N  0.76358  0.19407  0.58074
C  0.80537  1.10418  1.81051
N  1.77334  2.11047  1.85824
H  -0.19615  -1.42390  1.31277
H  -1.28510  -0.22101  0.44006
H  0.78368  -1.90839  -0.91880
H  -0.88046  -2.49948  -0.81822
H  -0.24195  0.21918  -2.02973
H  -0.51107  -1.29214  -2.95777
H  -2.48896  0.02337  -2.45354
H  0.94414  0.76012  -0.25405
H  0.79732  0.41752  2.65073
H  -0.20467  1.52925  1.68783
H  2.59011  1.80341  2.37694
H  2.13238  2.43970  0.96624

For the HOMO-LUMO gap (alpha / beta), the calculation gives 11.28 / 6.62 eV. The total charge is +1. Its LUMO energy (alpha / beta) is -3.06 / -7.71 eV. The HOMO energy (alpha / beta) comes out at -14.34 / -14.33 eV. Its spin multiplicity is 2. The value obtained for the largest force on an atom is 1.98 eV/Å. The value obtained for the total energy is -9361.2462 eV. For the energy relative to the best compared isomer or geometry (same formula, charge and spin), the calculation gives 27.0 kcal per mole.